Formula: C18H48CrF6N3O18S6
Source: the OMol25 dataset
Level of theory: ωB97M-V/def2-TZVPD

XYZ file:
```
100
Properties=species:S:1:pos:R:3:lowdin_charge:R:1
Cr 2.00355 2.19334 -0.11743 1.224
N 0.83456 0.76317 -0.68119 -0.338
S 0.53598 -0.02041 -2.02207 0.506
O -0.76823 0.20573 -2.60003 -0.193
O 1.14371 -1.31594 -2.19775 -0.215
F 1.54055 0.96128 -2.88948 -0.187
S -0.55872 -0.05727 0.08445 0.640
O -0.79944 -1.45462 -0.05114 -0.195
O -1.68516 0.77534 0.40623 -0.203
F 0.15985 0.04134 1.51477 -0.185
N 3.54691 2.05739 -1.27176 -0.340
S 4.29672 3.28787 -2.28755 0.648
O 3.86057 3.42442 -3.69114 -0.198
O 5.64796 3.67741 -1.92240 -0.191
F 3.36801 4.49494 -1.67982 -0.205
S 4.58162 1.10448 -2.01320 0.460
O 5.91217 0.98594 -1.44829 -0.212
O 4.40667 0.79401 -3.39881 -0.164
F 3.88454 -0.19869 -1.37618 -0.187
N -1.55095 4.46231 -0.68105 -0.252
S -0.28348 4.48420 -1.87016 0.685
O -0.61461 4.68298 -3.28560 -0.243
O 0.72279 3.47215 -1.49223 -0.387
F 0.39861 5.87846 -1.42509 -0.175
S -2.75869 4.22496 -1.64604 0.496
O -2.61581 2.93765 -2.31186 -0.313
O -3.45298 5.32806 -2.28519 -0.277
F -3.84582 3.97368 -0.43263 -0.222
C -2.19103 -0.28670 -5.43178 -0.053
C -1.11028 0.50875 -6.24241 -0.485
C -1.18946 1.97574 -6.06073 -0.047
O 0.15980 0.08245 -5.79155 -0.058
H -2.38357 -0.01319 -4.39436 0.060
H -2.02066 -1.36017 -5.34964 0.058
H -3.02503 -0.33399 -6.13200 0.076
H -1.24635 0.21169 -7.28229 0.129
H -0.39958 2.37058 -6.69971 0.088
H -1.03610 2.40164 -5.06917 0.074
H -2.20573 2.28299 -6.30748 0.092
H 0.15879 -0.85978 -5.60771 0.079
C -1.94971 -3.70297 -2.47454 -0.032
C -3.11802 -3.11202 -1.65851 -0.523
C -4.31249 -2.65427 -2.48219 -0.032
O -3.57867 -4.00662 -0.68411 -0.041
H -1.74765 -3.12999 -3.37951 0.068
H -2.19994 -4.71926 -2.77891 0.081
H -1.02098 -3.72294 -1.90431 0.065
H -2.62070 -2.28210 -1.15652 0.097
H -3.91520 -1.87830 -3.13651 0.073
H -5.01019 -2.23407 -1.75781 0.080
H -4.71156 -3.53568 -2.98415 0.090
H -4.21380 -3.50921 -0.16372 0.085
C -1.31747 -1.49617 4.66706 -0.069
C -1.90276 -2.88715 4.56117 -0.453
C -1.26463 -3.74628 3.41082 -0.040
O -1.68076 -3.56004 5.80642 -0.058
H -1.24176 -0.92394 3.74244 0.063
H -0.28995 -1.65405 4.99475 0.072
H -1.73839 -0.96248 5.51918 0.083
H -2.96954 -2.79314 4.35812 0.137
H -0.19608 -3.90184 3.55953 0.059
H -1.26515 -3.27076 2.43001 0.057
H -1.74795 -4.72136 3.34977 0.082
H -0.76163 -3.75385 6.00449 0.084
C 4.06456 -3.05649 0.80607 -0.029
C 2.58596 -2.70234 0.65545 -0.443
C 1.49128 -3.75429 0.93570 -0.011
O 2.39558 -1.68043 1.60707 -0.102
H 4.75563 -2.22397 0.67399 0.070
H 4.45610 -3.66020 -0.01267 0.084
H 4.23060 -3.67634 1.68715 0.089
H 2.33828 -2.12868 -0.23768 0.111
H 0.52078 -3.25946 0.97277 0.054
H 1.70221 -4.21336 1.90155 0.077
H 1.58991 -4.53851 0.18512 0.094
H 2.56144 -2.12045 2.44401 0.102
C -4.31834 3.09387 3.33719 -0.073
C -2.84050 3.03695 3.27952 -0.442
C -2.29395 1.96188 4.21750 -0.068
O -2.20911 2.93932 1.92830 -0.082
H -4.72894 2.08969 3.23163 0.077
H -4.72905 3.74538 2.56587 0.088
H -4.79944 3.29297 4.29480 0.086
H -2.52521 4.00332 3.67298 0.130
H -2.95996 1.10185 4.28734 0.066
H -2.44475 2.35136 5.22431 0.080
H -1.25678 1.65525 4.08206 0.068
H -2.35073 2.07958 1.52532 0.019
C 3.25358 1.08770 3.74983 -0.023
C 3.92758 1.23444 2.43210 -0.429
C 5.18136 0.34560 2.24238 -0.008
O 3.00207 0.96670 1.36840 -0.136
H 3.73153 1.67276 4.53556 0.102
H 3.08370 0.05712 4.06152 0.092
H 2.27895 1.53990 3.56625 0.088
H 4.25531 2.26035 2.26421 0.146
H 5.01504 -0.61596 2.72802 0.082
H 6.00710 0.79056 2.79760 0.093
H 5.51257 0.32175 1.20419 0.077
H 2.86858 0.01614 1.38319 0.053
```

Computed properties:
Total charge = 0
Multiplicity = 4
Gap between HOMO and LUMO (alpha / beta) = 3.617 / 5.204 eV
DFT total energy = -170495.3129 eV
LUMO energy (alpha / beta) = -6.03 / -4.45 eV
HOMO energy (alpha / beta) = -9.6 / -9.7 eV
F_max = 11.230 eV Å⁻¹
Expectation value of S² = 3.79